# 1
DFT (ωB97M-V/def2-TZVPD) results for a structure of composition C47H33Cl5N7O6PY at a distorted geometry.

Positions of all 100 atoms, in Å:
Y  -19.24  12.81  -6.55
O  -18.62  16.11  -9.08
C  -18.44  15.34  -8.15
N  -19.37  14.98  -7.23
C  -20.29  15.87  -6.79
O  -20.47  17.05  -7.11
C  -21.24  15.41  -5.77
C  -22.27  16.25  -5.28
C  -23.08  15.75  -4.30
C  -22.93  14.43  -3.85
C  -21.96  13.63  -4.47
N  -21.09  14.12  -5.34
C  -17.13  14.59  -8.10
C  -16.08  14.89  -9.12
C  -14.80  14.40  -8.98
C  -14.59  13.36  -7.93
C  -15.75  13.12  -6.93
N  -16.95  13.84  -7.05
H  -22.27  17.28  -5.64
H  -23.87  16.41  -3.91
H  -23.67  13.98  -3.24
H  -21.84  12.56  -4.13
H  -16.38  15.59  -9.92
H  -14.09  14.75  -9.68
H  -14.30  12.40  -8.41
H  -15.97  12.02  -6.95
Cl  -18.57  9.42  -5.17
C  -20.21  9.85  -5.21
C  -20.73  10.77  -6.14
C  -22.01  10.97  -6.48
Cl  -22.48  12.19  -7.67
C  -22.97  10.14  -5.82
Cl  -24.59  10.17  -6.41
C  -22.56  9.31  -4.70
Cl  -23.77  8.36  -3.95
C  -21.18  9.17  -4.43
Cl  -20.57  8.19  -3.18
O  -19.59  11.52  -2.79
C  -18.70  12.29  -3.22
O  -18.59  12.77  -4.42
C  -17.58  12.71  -2.23
C  -17.94  13.22  -1.00
C  -17.00  13.95  -0.25
C  -15.63  13.80  -0.58
C  -15.27  13.17  -1.77
C  -16.26  12.56  -2.54
P  -15.79  11.43  -3.93
C  -14.50  12.25  -4.94
C  -13.22  11.93  -4.66
C  -12.13  12.27  -5.48
C  -12.35  13.03  -6.60
C  -13.62  13.80  -6.82
C  -14.83  13.48  -5.76
C  -15.18  10.07  -2.95
C  -15.24  9.88  -1.53
C  -15.41  8.56  -1.02
C  -15.41  7.51  -1.89
C  -15.18  7.66  -3.24
C  -14.94  8.90  -3.76
H  -18.97  13.05  -0.63
H  -17.35  14.50  0.59
H  -14.92  14.23  0.08
H  -14.21  13.12  -2.06
H  -13.06  11.31  -3.76
H  -11.15  12.12  -5.10
H  -11.63  12.99  -7.41
H  -13.41  14.90  -6.83
H  -15.18  14.39  -5.30
H  -15.18  10.81  -0.86
H  -15.68  8.44  0.04
H  -15.63  6.47  -1.55
H  -15.20  6.75  -3.88
H  -14.67  9.00  -4.78
N  -16.45  3.74  -8.22
C  -17.56  4.28  -7.58
C  -18.28  3.47  -6.68
C  -19.39  4.02  -6.16
N  -19.86  5.25  -6.30
C  -19.16  6.04  -7.16
C  -18.04  5.62  -7.83
H  -16.15  2.78  -7.93
H  -15.71  4.36  -8.58
H  -17.92  2.44  -6.49
H  -20.07  3.44  -5.50
H  -19.57  7.00  -7.37
H  -17.64  6.19  -8.67
C  -20.35  11.17  -11.17
N  -19.25  10.76  -10.27
C  -18.63  9.55  -10.22
C  -17.61  9.22  -9.39
C  -17.27  10.22  -8.41
O  -16.22  10.08  -7.72
N  -18.12  11.24  -8.19
C  -19.07  11.52  -9.14
O  -19.84  12.49  -8.96
H  -21.30  10.57  -11.10
H  -19.91  11.10  -12.14
H  -20.53  12.21  -10.85
H  -19.01  8.79  -10.85
H  -17.22  8.21  -9.56

The value obtained for the orbital gap is 6.883 eV. For the HOMO energy, the calculation gives -5.117 eV. As for the total charge: -1. As for the electronic energy: -5326.36755 hartree. The value obtained for the relative energy (zero: lowest compared OMol25 entry of this formula, charge and spin) is 0.582 eV. Its maximum force is 4.428 eV Å⁻¹.

# 2
DFT (ωB97M-V/def2-TZVPD) results for a structure of composition C47H34BF7N7Rb at a distorted geometry.

Positions of all 97 atoms, in Å:
Rb  13.47  14.85  13.18
C  18.86  15.81  15.08
C  18.11  14.83  14.30
C  18.20  13.48  14.38
C  17.22  13.00  13.48
N  16.63  14.01  12.90
N  17.24  15.16  13.36
B  16.92  16.56  12.79
N  16.49  16.34  11.33
N  15.16  16.15  11.00
C  15.13  15.65  9.77
C  16.45  15.55  9.24
C  17.26  16.07  10.29
C  18.80  16.10  10.28
C  13.81  15.41  9.22
C  13.50  14.47  8.24
C  12.19  14.31  7.80
C  11.15  15.01  8.41
C  11.46  15.93  9.41
C  12.75  16.14  9.81
N  15.64  17.17  13.53
N  15.24  16.71  14.73
C  14.21  17.48  15.11
C  14.00  18.51  14.18
C  14.94  18.24  13.17
C  15.23  19.10  12.03
C  13.54  17.34  16.45
C  12.28  16.76  16.57
C  11.65  16.71  17.80
C  12.29  17.16  18.99
C  13.54  17.72  18.85
C  14.16  17.84  17.57
C  16.79  11.65  13.14
C  16.83  10.65  14.13
C  16.33  9.39  13.91
C  15.73  9.16  12.67
C  15.64  10.09  11.67
C  16.24  11.37  11.92
H  19.25  15.42  15.94
H  18.30  16.70  15.32
H  19.64  16.19  14.45
H  18.87  12.96  15.16
H  17.85  17.34  12.87
H  16.74  15.26  8.25
H  19.17  16.09  9.24
H  19.28  15.27  10.78
H  19.15  17.02  10.67
H  14.33  13.85  7.97
H  12.03  13.60  6.95
H  10.13  14.94  8.09
H  10.70  16.51  9.91
H  12.95  16.83  10.63
H  13.25  19.30  14.24
H  15.03  20.13  12.38
H  14.59  18.99  11.17
H  16.27  18.98  11.74
H  11.82  16.39  15.64
H  10.60  16.31  17.76
H  11.62  17.09  19.88
H  14.11  18.12  19.69
H  15.18  18.17  17.59
H  17.07  11.05  15.13
H  16.33  8.67  14.68
H  15.36  8.13  12.46
H  15.08  10.05  10.77
H  16.19  12.13  11.16
F  8.84  13.24  11.37
C  9.29  14.50  11.70
C  10.35  14.61  12.56
C  10.64  15.80  13.21
C  9.86  16.90  12.73
C  8.90  16.83  11.75
F  8.18  17.87  11.19
C  8.59  15.59  11.16
C  10.07  18.29  13.32
C  10.15  18.39  14.73
C  10.59  19.56  15.33
C  10.89  20.67  14.52
C  10.66  20.50  13.17
N  10.20  19.40  12.57
H  11.00  13.75  12.75
H  7.88  15.52  10.35
H  10.01  17.46  15.37
H  10.75  19.72  16.38
H  11.22  21.61  14.91
H  10.79  21.29  12.43
F  12.60  11.18  15.60
C  12.51  10.84  14.26
C  12.77  11.72  13.31
C  12.64  11.29  12.01
F  12.85  12.15  10.98
C  12.32  10.01  11.72
F  12.26  9.50  10.48
C  12.16  9.05  12.77
F  12.11  7.74  12.47
C  12.35  9.47  14.04
F  12.35  8.52  14.98

The value obtained for the orbital gap is 6.207 eV. For the HOMO energy, the calculation gives -2.402 eV. As for the total charge: -2. As for the electronic energy: -2942.75904 hartree. Its maximum force is 3.267 eV Å⁻¹.

Q: Which formula does entry 2 have?
A: C47H34BF7N7Rb

Q: Among the records above, which one has the highest electronic energy?
A: C47H34BF7N7Rb

Q: Among the records above, which one has the highest electronic energy?
A: C47H34BF7N7Rb

Q: Among the records above, which one has the highest electronic energy?
A: C47H34BF7N7Rb